(1)
This record from the Open Molecules 2025 dataset describes a molecular structure, C46H53N4O3SeV at a distorted geometry. The level of theory is the ωB97M-V functional and the def2-TZVPD basis.

Geometry as XYZ:
```
108
Properties=species:S:1:pos:R:3:forces:R:3:mulliken_spin:R:1
H -2.7021 -5.4324 -1.8008 -0.1 -0.1 -0.1 0.030
C -2.6388 -4.9853 0.3127 0.0 -0.1 0.4 -0.124
C 2.6341 -1.8958 3.6639 0.2 -0.1 0.0 0.006
C -5.8484 3.6889 3.3471 0.0 -0.2 0.1 0.000
H 2.0606 -0.5421 5.9785 0.1 -0.1 0.1 -0.002
C 0.6371 0.9155 5.3905 0.0 0.0 -0.1 0.014
H -4.0443 -3.0733 1.6926 -0.1 0.0 0.1 -0.007
H 4.3899 -2.1568 2.4112 0.1 -0.1 0.0 0.000
H -7.1114 -1.9817 -0.2662 0.0 -0.1 0.0 0.000
C -1.6176 -1.8315 1.5823 -0.2 -0.9 1.9 0.042
H -2.4021 -4.3585 2.3344 0.0 0.0 0.1 -0.006
O 0.8720 -0.8412 1.6507 0.5 -0.8 0.5 -0.024
C 1.0871 3.0373 6.5746 -0.1 -0.1 0.1 0.001
H 3.7496 -0.4576 -2.8924 0.0 0.1 0.0 -0.001
V 0.1541 -0.3850 -0.0468 -1.3 0.3 0.1 2.205
H -6.6477 0.6229 4.7115 0.0 -0.1 0.0 0.000
C -1.0974 -3.1533 1.0258 0.3 0.0 -0.1 -0.059
H 4.4391 -2.6627 -3.8271 0.1 0.1 0.0 0.003
C -0.6630 -3.0974 -0.4178 -0.4 -0.7 -0.1 0.272
H 2.3547 0.8605 7.6163 0.2 0.0 0.0 0.000
H 3.2760 -4.7171 -3.1396 0.0 0.0 -0.1 -0.003
H 1.3109 -4.6128 -1.6640 0.0 0.0 0.0 0.010
C 1.8293 -3.7063 -1.9472 -0.2 0.2 0.3 0.088
C -1.2434 -3.9300 -1.3587 0.2 0.2 0.0 -0.177
C 0.8504 -0.3130 2.8156 -0.2 1.1 1.6 -0.022
H 0.9922 -3.3115 3.6725 -0.1 -0.1 0.0 -0.001
C -3.4210 1.8690 2.5661 0.2 -0.1 -0.2 -0.001
C 0.5215 1.6180 6.7334 0.0 0.1 0.1 0.001
N 1.6174 -0.2191 -1.1303 0.7 -0.1 -0.1 -0.034
H -2.4879 0.9556 -1.3835 0.0 0.1 0.0 0.018
C 3.6501 -1.3872 2.6279 -0.1 0.0 0.0 0.009
H 2.7296 -2.7246 5.6697 -0.1 -0.1 0.2 0.000
H -5.5879 -3.6621 1.0896 -0.1 -0.2 -0.1 0.004
C -0.9540 1.6827 7.1494 0.2 0.0 0.0 0.002
C -1.6055 1.5551 -1.6027 -0.7 0.6 -0.4 0.018
C 3.6063 -2.5934 -3.1408 0.1 -0.3 0.0 0.048
C 1.6253 -0.7821 3.9216 0.0 -0.1 -0.7 -0.005
H -5.2135 2.9334 5.9710 -0.1 0.1 0.1 0.000
H 0.9164 -0.1029 7.9874 0.0 -0.2 0.1 0.000
H -1.3775 0.6810 7.1665 -0.1 -0.1 0.0 0.000
H -0.6899 2.3001 4.4070 0.0 0.1 0.0 -0.002
C -6.6907 -1.2587 0.4287 0.2 0.0 0.1 0.001
C -0.5671 3.6000 -2.3114 0.7 -0.1 0.0 0.012
H -6.3531 4.2909 4.1020 0.0 0.1 0.1 0.000
N -0.4328 0.9471 -1.3933 -0.4 0.7 -0.5 -0.045
C -5.5179 2.3006 3.9112 -0.1 0.1 0.1 0.000
C -0.0610 1.4255 4.3085 0.1 -0.1 0.1 -0.012
H -7.5075 1.5312 3.4576 -0.1 0.0 -0.1 0.000
C 3.2267 -1.3655 -2.6312 -0.2 0.2 0.3 -0.067
H 3.9233 -1.4525 5.3593 0.1 0.1 0.1 0.000
C -3.1366 -0.1356 1.2387 -0.3 0.8 0.4 -0.010
H -5.5369 -2.6378 2.5297 -0.1 0.1 0.2 -0.002
H -3.5766 -2.2263 -0.6553 0.0 0.0 -0.1 -0.018
H -7.2685 -1.3195 1.3463 -0.1 0.1 0.1 -0.001
C -4.7236 1.5053 2.8805 -0.1 -0.1 -0.1 0.004
H -2.9680 2.7777 2.9376 -0.1 0.0 0.1 0.001
H -0.9109 -3.8353 -2.3830 0.0 0.0 -0.1 -0.001
H 1.1735 1.4539 8.7825 0.0 0.0 0.1 0.000
H 2.5428 -4.0197 3.1898 0.1 -0.1 0.0 -0.002
C 0.7205 1.6614 -1.7009 0.8 -0.7 -0.1 0.003
H -3.7655 3.0268 4.9713 0.2 0.1 0.0 0.000
N 0.3265 -2.2136 -0.6629 -0.5 -0.6 0.2 -0.032
Se -0.7784 1.5988 1.5284 -0.2 0.1 0.6 0.004
C 1.3935 -2.4725 -1.4596 1.1 -0.1 -0.8 0.003
H 1.0269 3.5900 7.5111 0.0 0.1 0.1 0.000
C -1.7333 2.8448 -2.0574 -0.6 -0.5 0.1 -0.022
C -4.5034 -0.4156 1.3637 0.4 -0.1 -0.3 0.011
C 1.2934 0.9076 7.8470 -0.1 0.1 -0.2 0.000
C 0.6498 3.0161 -2.1253 -0.4 0.7 -0.2 -0.012
C -4.6566 2.4424 5.1745 -0.1 0.0 -0.2 0.000
C -2.2409 -4.8376 -1.0289 0.0 -0.1 -0.3 0.379
H -0.2032 -3.3638 1.6345 -0.2 0.2 -0.1 0.152
C -2.1180 -4.2195 1.3007 0.0 -0.2 -0.1 0.347
H 4.1602 -0.5033 3.0099 0.1 0.0 0.0 0.000
C 1.9121 -3.1350 3.1161 0.1 0.1 -0.1 0.014
H -0.6485 4.6257 -2.6538 0.0 0.0 0.0 0.001
H 0.5399 3.5881 5.8146 -0.1 0.1 -0.1 0.000
H -1.0540 2.1237 8.1404 0.0 0.1 0.1 0.000
H -3.3709 -5.7450 0.5602 0.0 0.0 0.1 -0.002
H -6.8157 -0.2687 -0.0041 0.0 0.1 0.0 0.000
H 2.1285 2.9865 6.2626 0.1 0.0 0.0 0.000
H -6.5037 3.5995 2.4826 -0.1 0.0 -0.1 0.000
O -2.2509 -1.0474 0.6510 0.0 0.4 -0.3 -0.144
C 1.4797 -0.1732 5.1504 -0.2 0.2 0.2 0.004
H -4.9463 4.2072 3.0344 0.1 0.1 0.0 0.000
H -2.7141 3.2684 -2.2164 -0.1 0.0 0.0 -0.001
C -6.8321 1.6159 4.3063 0.2 0.1 -0.1 0.000
C 2.1506 -1.2992 -1.7427 0.3 -1.2 -0.6 0.080
H 4.1450 -3.0574 4.6707 0.0 -0.1 0.0 0.000
C -2.6293 1.0439 1.7848 0.4 -0.1 -0.1 0.019
H 3.1489 -1.1193 1.6983 0.1 0.0 0.0 0.000
H 1.6726 -2.9744 2.0686 -0.1 -0.1 0.0 -0.011
C -5.2400 0.3970 2.2249 0.1 0.2 0.1 -0.002
H -1.5342 2.2786 6.4520 -0.1 0.1 -0.1 0.000
C 0.0457 0.8269 3.0741 0.1 -0.2 -0.4 0.019
H -7.3355 2.2080 5.0701 0.0 0.0 0.1 0.000
C -5.2053 -1.5772 0.6639 -0.1 -0.2 -0.1 -0.014
H -4.3399 1.4620 5.5216 0.1 -0.1 0.1 0.000
N 1.8629 1.0172 -1.6192 0.4 1.5 -0.7 0.016
C 3.4017 -2.3027 4.9256 -0.2 0.1 -0.2 0.000
C -4.6058 -1.8893 -0.7127 0.1 0.0 0.1 0.043
C 2.9340 -3.7573 -2.7743 0.3 -0.1 -0.2 -0.031
H 1.5857 3.5301 -2.2897 0.0 0.0 0.0 0.000
H -6.2654 0.1324 2.4093 -0.2 -0.1 0.0 0.000
O -1.6616 -1.5812 2.7632 -0.2 -0.3 -0.9 0.004
H -5.1847 -2.6853 -1.1808 -0.1 0.0 0.0 0.005
H -4.6451 -1.0105 -1.3521 0.0 0.1 -0.2 0.000
C -5.0896 -2.8151 1.5551 0.0 0.2 0.0 0.008
```
Forces are in eV/Å.

Values from the calculation:
- Multiplicity: 4
- Net charge: -1
- HOMO energy (alpha / beta): -3.47 / -3.45 eV

(2)
This record from the Open Molecules 2025 dataset describes a gas-phase ion, C4H7O3 (charge -1) at a distorted geometry. The level of theory is the ωB97M-V functional and the def2-TZVPD basis.

Geometry as XYZ:
```
14
Properties=species:S:1:pos:R:3:forces:R:3:nbo_charge:R:1
C 1.7850 -0.1198 -0.2640 -0.9 -1.0 -0.4 0.807
H 0.5904 0.3206 1.3621 -0.4 0.6 -0.5 0.236
H -0.7444 -0.0333 -1.4581 0.0 -0.6 -0.3 0.177
C -0.6412 0.4571 -0.5076 0.2 1.6 2.2 -0.427
H -2.7131 -0.0177 -0.2886 -0.2 1.0 0.0 0.088
H 3.1184 -1.2885 -0.8891 -0.3 -0.1 -0.1 0.466
O -1.8809 -0.6315 1.4170 0.6 0.2 -0.5 -0.975
H -0.4393 1.5353 -0.7260 -0.1 -0.7 0.1 0.180
H -0.0266 -1.1134 0.7467 0.9 0.3 -0.7 0.302
C 0.4486 -0.1631 0.3811 -0.1 -0.1 0.5 -0.579
C -1.9216 0.3283 0.4287 -1.2 -2.2 0.2 -0.042
O 2.2080 -1.3956 -0.5542 1.1 0.5 -0.1 -0.699
H -2.1938 1.2594 0.9397 0.1 0.8 -0.7 0.107
O 2.4105 0.8622 -0.5877 0.4 -0.4 0.2 -0.640
```
Forces are in eV/Å.

Values from the calculation:
- SMILES: O=C(O)CCC[O-]
- Net charge: -1
- HOMO energy: -2.31 eV